ClHNO2S | ωB97M-V/def2-TZVPD

The geometry in XYZ format:
```
6
Properties=species:S:1:pos:R:3:forces:R:3:mulliken_charge:R:1
H 0.37278 0.08027 -1.50705 1.2 0.2 0.8 0.2957
S 0.29702 -0.13202 0.49633 0.0 -0.2 0.9 0.7951
N 1.02110 0.33542 -0.70987 -0.9 0.5 -2.4 -0.4541
O 0.04371 -1.51682 0.70539 -0.9 -0.9 -0.2 -0.4529
O 0.49196 0.61865 1.68983 -0.2 0.7 0.4 -0.4802
Cl -2.22656 0.61450 -0.67464 0.8 -0.3 0.5 -0.7036
```
Positions in Å, forces in eV/Å.

Calculated values
Frontier orbital gap in eV: 8.527
Energy in a.u.: -1064.2539
Charge: -1


C44H116N8O14 | ωB97M-V/def2-TZVPD

The geometry in XYZ format:
```
182
Properties=species:S:1:pos:R:3:forces:R:3:mulliken_charge:R:1
H 9.73386 27.39284 -8.62873 0.1 0.0 0.1 0.3701
H 8.30409 19.11507 -6.03238 0.1 0.2 0.4 0.2584
H 14.32829 24.10403 -0.23150 0.0 -0.4 0.3 0.2748
H 14.77339 16.32585 -2.12764 0.1 0.3 -0.3 0.2715
H 10.12412 17.51061 -3.57733 0.2 0.1 0.2 0.2930
O 18.66402 19.27864 3.22366 0.8 0.9 2.0 -0.3210
C 5.00415 21.92393 -2.95756 -0.3 -0.8 1.9 -0.4861
H 10.08078 14.11583 6.18739 0.3 0.6 -0.2 0.2601
H 10.29401 27.73763 -10.99893 0.6 0.4 0.0 0.1907
C 8.59957 28.44590 -10.19763 0.0 -0.2 -0.5 0.3181
C 8.22169 16.13754 -12.98695 -1.3 0.9 0.0 -0.6086
H 13.29880 29.90112 -12.28320 0.2 -0.6 -1.2 0.2836
O 10.30185 18.14000 -4.28009 0.7 0.4 2.0 -0.4988
H 15.90734 26.73607 -10.82356 -0.7 -0.7 0.1 0.4001
H 10.47321 14.72451 1.75203 0.3 0.0 0.4 0.2423
C 10.56115 16.86652 2.20083 0.0 -0.2 -0.1 -1.1342
C 7.94545 25.20461 -8.29974 -0.3 1.2 1.8 -0.7962
H 14.72927 30.83583 -13.02230 -0.1 0.0 -0.1 0.4087
C 3.93214 12.90947 -0.43722 1.2 2.1 0.4 -0.8350
H 14.07980 27.20452 -8.22877 0.3 0.7 0.1 0.3370
H 3.37692 14.51587 -4.50322 -0.2 0.6 -0.3 0.4759
C 17.58389 18.14480 -8.00800 0.0 -0.1 1.0 -0.9281
C 13.40889 22.30689 -1.16776 -0.6 -0.3 0.9 -0.1407
O 8.17529 26.17686 -9.29696 0.0 0.3 -0.9 -0.2916
H 0.27583 15.43375 -0.05704 0.2 -0.1 0.1 0.2454
H 4.33142 13.25659 0.51577 0.3 -0.3 0.2 0.3223
H 19.57893 21.18804 -9.78157 0.0 0.2 0.4 0.3135
C 6.64317 15.73255 -11.00241 -0.7 0.5 -1.0 -1.4209
H 18.06209 17.61127 -7.18655 0.6 -0.2 0.0 0.4410
H 20.28869 19.87200 4.33359 -0.4 0.6 0.0 0.2847
C 6.07493 21.41309 -0.79003 -1.4 1.7 -0.4 -0.7598
N 9.36332 27.95546 -11.32524 0.3 -1.2 -0.4 -0.7328
N 3.72209 22.55886 -5.05578 0.3 -0.6 0.3 -0.7414
H 19.31415 18.01369 -9.19094 0.5 0.1 0.0 0.3141
H 9.09209 16.84642 -5.16862 -0.7 0.2 -0.8 0.3118
C 7.15612 28.74775 -10.68659 0.7 0.2 1.4 -1.3440
H 8.92241 13.37963 5.16467 0.0 -0.2 -0.4 0.3098
H 8.85638 13.89754 -12.33465 1.0 -0.4 0.6 0.3087
H 3.13833 12.89977 -2.94305 -0.2 -0.7 1.1 0.1986
H 16.79268 17.77449 -1.96168 0.1 0.0 -0.3 0.3921
H 4.83432 12.93323 -3.30472 0.1 0.3 -0.3 0.4212
C 15.27744 29.11100 -11.66469 -1.5 1.0 -0.4 -0.6851
H 13.20012 21.87816 -0.18761 0.3 0.1 0.4 0.2676
H 6.04720 21.99143 -3.26675 -0.2 0.1 -1.0 0.3690
H 5.74863 20.37350 -0.81951 0.4 0.0 0.3 0.2922
H 6.65070 27.78847 -10.79808 -0.3 0.3 -0.3 0.2682
H 1.60403 15.85819 -4.43145 -0.9 1.0 -0.5 0.3580
C 14.54677 14.36051 -8.77134 0.0 -0.4 0.3 -0.6759
H 10.33223 17.63168 1.45906 -0.5 -0.2 -0.2 0.4094
H 6.68728 29.36779 -9.92250 -0.4 -0.4 0.4 0.3455
H 12.77106 24.44247 -0.93018 -0.3 -0.5 0.0 0.3311
H 15.49861 15.95572 -10.76809 0.7 -0.4 0.8 0.3459
C 9.58208 16.33436 -14.86798 -0.2 -0.4 0.2 -0.7189
H 9.04328 27.01260 -11.49463 -0.5 -0.3 -0.5 0.3210
H 1.95884 12.50184 -1.15908 -0.3 0.3 -0.2 0.3115
H 0.55441 14.38622 -1.45631 0.4 0.1 -0.2 0.2294
H 15.59335 18.60802 -9.65538 0.2 -0.3 -0.7 0.4670
H 12.58497 32.17435 -11.89123 -0.3 0.2 -0.1 0.2964
O 14.11770 31.10220 -11.03067 0.3 1.4 0.7 -0.3119
C 3.56818 14.79468 -3.46699 1.6 -0.8 0.7 -1.0518
O 14.11224 15.63657 -9.16303 -0.6 -0.6 -0.1 -0.2836
H 7.20931 24.41768 -8.46384 0.0 0.2 -1.3 0.2794
C 9.78255 15.53768 1.97531 -0.1 0.0 0.8 0.3979
C 15.46596 17.63343 -9.18416 1.0 -1.6 -0.4 -0.5968
O 5.07406 22.20752 -1.53952 1.1 0.3 0.6 -0.3126
H 11.62218 16.70428 2.01108 0.1 0.0 0.7 0.2117
H 13.21536 32.87630 -10.38052 0.2 -0.2 0.0 0.2300
H 8.13009 28.01261 -8.16396 -0.3 -0.5 0.5 0.3886
H 8.96702 14.75351 -10.87398 0.3 0.0 -0.2 0.2416
N 9.05475 15.71296 0.76239 -1.6 0.2 -1.5 -0.6511
H 16.46346 19.53310 2.13369 0.7 0.2 -0.9 0.3456
H 15.44021 28.47710 -12.53635 -0.1 -0.4 0.1 0.3901
H 14.29602 20.63110 -1.61497 0.0 -0.1 0.0 0.2833
H 16.26653 27.69895 -9.46257 0.3 0.1 0.2 0.3127
C 14.31407 30.28385 -12.17908 0.7 -1.0 2.5 -0.5220
H 14.15872 16.91225 -10.75474 -0.7 0.1 0.2 0.3409
H 4.21122 14.81432 -1.29438 -0.3 -0.1 0.4 0.3331
H 8.96090 17.18701 -15.14226 -0.3 -0.1 -0.3 0.3027
H 7.48067 25.73871 -7.47099 0.1 0.0 0.5 0.2937
C 19.50482 19.11524 4.36462 1.6 0.6 -0.7 -0.8483
H 16.23635 16.68920 1.25811 0.1 0.1 0.1 0.2483
H 18.43774 17.57815 0.54245 0.5 -0.4 -0.3 0.2870
H 8.82238 24.70324 -7.89020 0.5 0.2 -0.3 0.2864
C 18.71886 18.82593 -8.77382 -1.5 0.3 -0.3 -0.4681
H 9.12977 29.38407 -10.03385 -0.3 0.2 1.0 0.3938
C 14.84608 16.44842 -10.04729 -0.2 2.2 0.2 -0.6432
H 8.09426 15.80606 3.28862 -0.2 0.1 0.5 0.2932
H 13.83756 13.97869 -8.03694 0.0 0.4 0.3 0.2442
H 4.65214 20.89278 -2.92697 0.1 -0.4 -1.0 0.2339
C 13.48414 32.36711 -11.30604 0.5 -1.3 -0.5 -0.7229
H 12.44769 22.12988 -1.65031 0.1 0.1 -0.8 0.2578
H 14.98379 23.62970 -7.43662 0.1 0.1 -0.5 0.2687
H 13.58958 24.65591 -7.18297 0.4 0.8 0.5 0.3173
N 14.61089 28.39436 -10.58416 0.2 -1.2 0.0 -0.2385
H 13.70319 24.04244 -8.71329 0.7 -0.4 -0.5 0.3282
H 5.80802 16.30773 -11.40216 -0.2 0.1 0.3 0.3708
C 0.57653 14.43311 -0.36755 -0.1 -0.7 0.0 -0.6562
H 16.26276 29.42512 -11.32034 0.2 0.8 -0.3 0.3879
H 14.44754 28.97150 -9.77155 -0.2 0.8 -0.4 0.2133
H 14.18240 32.94658 -11.90997 -0.1 0.4 0.0 0.2794
H 6.09194 21.89932 0.18537 -0.8 -0.6 0.4 0.2706
O 14.48966 21.55908 -1.76646 -0.5 1.1 0.1 -0.5269
H 8.47306 14.84769 5.94272 0.0 0.3 0.2 0.3005
H 16.71047 16.37324 -8.08510 -0.4 -0.1 -0.3 0.1621
H 8.40847 16.48912 0.76391 0.3 0.7 0.4 0.2130
H 7.08101 29.42037 -11.54102 0.5 -0.6 -0.4 0.3747
O 15.24339 25.54037 -8.38419 -1.8 -2.9 1.0 -0.3586
C 14.50093 26.55310 -8.99454 0.6 0.3 -1.4 -0.4210
H 7.49796 16.81434 -13.44110 -0.1 0.5 -0.2 0.3669
H 20.05860 19.85004 -10.74507 0.1 -0.4 -0.2 0.3109
H 4.57143 22.66502 -5.59192 0.3 -0.1 0.0 0.2201
H 2.57928 17.23056 -3.87546 0.8 -0.2 0.2 0.3159
H 4.28896 15.59485 -3.29873 1.0 -0.3 -1.0 0.4909
C 17.82967 18.19140 3.15072 -0.4 -1.6 -1.9 -0.3749
H 6.26997 14.89846 -10.40818 0.0 0.2 0.1 0.3908
C 16.65011 18.46280 2.22152 -1.8 -0.1 2.2 -0.8699
C 1.93126 16.41534 -3.55361 -0.6 -0.8 0.0 -0.8373
C 8.69181 27.48510 -8.93487 -0.6 0.3 -1.2 -0.6702
H 15.32213 14.64653 -2.05666 -0.1 0.0 -0.1 0.2493
C 15.42331 27.29012 -10.01930 -0.7 1.1 0.8 -0.7579
N 16.44242 17.65964 1.06870 -0.1 0.4 -1.9 -0.2676
C 9.31292 14.35589 5.45195 -0.7 -0.6 0.1 -0.7684
H 6.86008 14.59008 -12.87736 -0.4 -0.2 0.3 0.3647
C 3.96172 22.81698 -3.62571 -1.2 1.8 0.1 0.4092
H 7.27318 16.40179 -10.41649 0.0 -0.1 0.2 0.2868
H 1.16794 16.88537 -2.93353 -0.4 -0.3 -0.4 0.2102
C 9.80121 17.62074 -5.46128 0.2 0.7 -0.4 -0.1694
H 2.71714 23.19123 -1.90516 -0.5 0.6 -0.2 0.3164
H 16.90407 18.75383 -7.41216 0.1 1.2 -0.3 0.4453
O 9.79161 15.08831 4.35431 -0.6 -0.3 -0.7 -0.2768
H 1.76258 23.31172 -3.50920 0.2 -0.1 0.3 0.3914
H 10.34543 17.33161 3.16273 0.4 -0.3 0.2 0.3085
H 14.78330 17.85950 -8.36503 -0.3 -0.3 0.2 0.3509
H 3.12178 23.30855 -5.36834 -0.2 0.0 -0.2 0.2671
N 4.50927 13.86368 -1.46033 -1.3 -1.7 1.2 -0.3782
H 10.60759 17.11138 -5.98892 0.1 -0.1 -0.3 0.1640
C 13.65369 23.81175 -1.03623 1.1 0.0 -0.5 -1.0405
H 14.17736 24.17078 -1.92221 -0.1 0.0 -0.3 0.2913
C 4.05215 13.46643 -2.76434 -0.7 2.5 -1.6 -0.4638
H 8.47567 14.09560 3.00856 0.1 -0.2 0.2 0.3843
O 16.58784 15.91070 -1.16683 0.0 -0.5 1.2 -0.3476
C 8.90190 15.07821 3.21078 1.9 1.1 -0.6 -0.7026
N 16.78779 17.17183 -8.69860 -0.2 -0.2 -0.8 -0.2410
H 20.14622 18.23808 4.27919 -0.5 -0.7 0.0 0.3482
O 8.87363 15.44334 -14.00056 0.9 0.2 -0.7 -0.3192
C 14.35533 24.38431 -7.90959 0.6 1.8 -0.5 -0.7608
H 8.41304 14.98555 0.48098 0.4 -0.9 0.2 0.2042
H 9.27411 18.48101 -7.28815 0.3 0.6 -0.4 0.2734
H 19.04270 19.14579 5.35133 -0.5 -0.1 -0.2 0.3166
H 9.88870 15.75363 -15.73795 -0.1 0.2 0.0 0.2507
O 18.21662 19.64402 -9.83914 -0.8 -0.3 0.1 -0.2628
C 15.64902 15.67891 -2.18093 1.0 -0.8 0.0 -0.7026
H 18.38354 17.37523 2.68682 0.3 -0.5 -0.1 0.3303
H 9.98598 19.71542 -6.12087 0.1 -0.3 -0.1 0.2806
C 19.18187 20.42989 -10.45659 1.5 0.4 0.3 -0.7879
H 7.12995 21.58621 -1.00229 0.0 -0.3 -1.4 0.3005
O 1.83124 14.12109 0.19625 1.4 -0.2 -0.7 -0.3387
H 19.24243 19.45159 -8.05097 0.5 0.0 -0.1 0.3556
H 14.51137 13.55878 -9.50896 0.2 0.3 -0.8 0.2882
C 9.33601 18.85240 -6.26524 -1.0 -1.8 -0.4 -0.9154
H 4.42653 11.97806 -0.71319 -0.6 -0.4 0.4 0.3920
C 17.32729 17.08797 -1.30518 -0.6 0.2 1.5 -0.4678
C 7.43992 15.15410 -12.14677 0.6 0.5 0.5 0.2765
H 13.61958 26.26941 -9.56972 -0.1 -0.8 -0.1 0.3291
H -0.14912 13.69578 -0.02421 -0.4 0.1 0.2 0.3259
H 18.34199 16.89701 -1.65448 0.0 -0.1 -0.4 0.2562
C 2.42398 12.86094 -0.24105 -1.2 0.3 -0.3 -0.4482
H 8.91472 16.73144 -12.39105 0.2 0.1 0.3 0.3272
H 2.41232 21.76027 -2.73833 -1.1 -0.1 -0.3 0.2686
H 18.89036 21.00463 -11.33568 -0.9 -0.5 0.0 0.2547
H 17.60882 18.80714 -0.30951 -0.3 0.6 0.8 0.2315
C 2.53961 22.82790 -2.91737 2.7 -1.6 0.4 -1.2583
H 16.27270 15.73745 -3.07295 -0.9 0.1 -0.8 0.3182
C 17.48084 17.79202 0.06633 0.8 0.2 -0.4 -0.4855
H 17.49962 17.74790 4.09012 -0.1 0.7 0.5 0.3893
N 8.37112 14.27121 -11.53154 0.1 -1.9 -0.3 -0.7101
H 15.77947 18.26036 2.84530 -0.3 -0.3 0.2 0.4199
H 15.54523 14.35854 -8.33410 0.2 0.1 0.1 0.2518
H 2.10218 12.15591 0.52543 0.6 -0.4 0.1 0.4800
H 10.46253 16.79265 -14.41757 0.2 -0.3 0.4 0.2913
H 4.26792 23.85880 -3.53112 0.7 0.2 0.2 0.2209
O 2.46834 15.35040 -2.79409 -0.1 -0.2 0.6 -0.1020
```
Positions in Å, forces in eV/Å.

Calculated values
Frontier orbital gap in eV: 8.598
Energy in a.u.: -3236.8684
Charge: 0
SMILES string: COC[C@H](C)N.COC[C@H](C)N.COC[C@H](C)N.COC[C@H](C)N.COCCNCCOC.COCCNCCOC.COCCNCCOC.COCCNCCOC.CCO.CCO


C19H23Br4F6MgNO9S2Si | ωB97M-V/def2-TZVPD

The geometry in XYZ format:
```
66
Properties=species:S:1:pos:R:3:forces:R:3:mulliken_charge:R:1
C 3.92073 0.31060 0.86063 -0.2 0.1 -0.1 0.6404
F 3.60770 -0.95284 0.62387 0.0 0.0 0.0 -0.2257
F 3.17651 1.61606 6.50937 0.0 -0.1 0.0 -0.2360
C 0.09744 -1.75229 3.72946 0.0 0.0 0.1 -0.6801
C 0.29525 2.81193 -3.19468 0.0 0.0 -0.1 0.0119
H -0.91127 4.76284 1.31011 0.0 0.0 0.0 0.3289
H -0.07152 -5.07615 -3.74525 0.0 0.0 0.0 0.2932
O 2.92085 -0.26222 4.17000 0.0 0.2 0.1 -0.6487
C -3.68271 -4.17044 -2.34219 -0.1 0.0 0.0 -0.9834
C -0.42114 3.94425 0.76171 -0.1 0.0 -0.2 -0.7034
H -2.31863 -1.68819 0.64099 0.0 0.0 0.0 0.1040
H -2.19262 2.06879 0.03100 -0.1 0.1 0.0 0.3736
H -0.31146 -2.53143 4.39044 0.0 0.0 0.0 0.3546
O -1.78636 0.24681 0.73835 0.3 -0.1 0.0 -0.2925
C 2.47708 1.14662 -3.49207 0.1 0.0 0.0 -0.1737
C -1.92731 -1.20061 2.68544 0.0 -0.2 0.1 -0.4161
H -1.26240 1.67704 2.90657 -0.1 -0.1 0.0 -0.0020
C -1.05561 -5.28785 -3.32568 0.0 -0.1 -0.1 -0.9655
C 1.19435 3.03129 -4.25790 -0.1 0.1 0.0 0.1525
H 1.12928 -1.98923 3.48338 0.0 0.0 0.0 0.2189
C -1.13238 -2.62556 -1.88066 0.1 0.1 0.3 0.3657
C 0.44864 1.77272 -2.28753 0.1 0.0 -0.1 -0.0281
Br 3.94653 -0.04733 -3.64323 0.0 0.0 0.0 -0.2055
O 1.01883 1.25606 4.56918 0.2 0.1 0.1 -0.7262
F 4.47142 0.85495 -0.21347 0.0 0.0 0.0 -0.2104
C 3.39033 2.06305 5.26086 0.1 0.1 0.2 0.4079
H -0.90518 -5.83567 -2.39445 0.0 0.0 0.0 0.2891
C 2.27583 2.19441 -4.41018 0.1 0.0 -0.1 0.1386
N 2.72112 1.87675 2.78139 -0.2 -0.4 0.2 -0.4880
H -2.84691 -1.94586 -4.53628 0.0 0.0 0.0 0.2860
H -3.58317 -4.66817 -1.37642 0.0 0.0 0.0 0.2942
F 3.08352 3.35710 5.23779 -0.1 0.1 0.0 -0.2333
F 4.69305 1.94513 5.00638 0.1 -0.1 -0.1 -0.2365
H -2.16036 3.12875 2.41140 0.1 0.0 0.0 0.4378
O 1.32186 0.27238 1.43888 0.7 0.6 -0.1 -0.4914
H 0.58110 4.24588 0.47236 0.1 0.0 0.0 0.1997
S 2.38337 1.29561 1.35046 -0.1 -0.1 0.8 0.8729
H -0.97705 3.73064 -0.15627 0.0 0.0 0.1 0.1070
H -1.92232 -0.32916 3.35342 0.0 0.0 0.0 0.2861
H -3.35592 1.48907 1.24418 0.1 0.0 0.1 0.4811
O -0.62342 -1.68884 2.52136 -0.1 0.0 -0.1 -0.1541
Si -1.99402 -3.69484 -3.01734 0.0 -0.1 0.0 -0.1511
Br 0.90882 4.48422 -5.44907 0.0 0.0 0.0 -0.2493
H -1.30980 -2.56966 -5.10968 0.0 0.0 0.0 0.3176
O 1.81739 0.00939 -1.52101 0.0 0.3 0.1 -1.0763
O -0.29052 2.80700 1.58148 -0.1 0.0 0.2 -0.0302
C -2.46976 -0.84889 1.32269 0.0 0.1 0.0 -0.6669
H -2.58446 -1.96436 3.14118 0.1 0.0 0.0 0.3900
Mg 0.26400 -0.01182 -0.25075 -0.8 -0.6 -0.7 2.8468
H -3.54124 -0.62173 1.38391 0.0 0.0 0.0 0.3905
H -2.79038 -3.51214 -5.36971 0.0 0.0 0.0 0.2552
C -2.26429 -2.85841 -4.66859 0.0 0.0 -0.1 -0.9449
H -1.60183 -5.92955 -4.02345 0.0 0.0 0.0 0.2582
C -2.29042 1.54821 0.98564 0.0 0.0 -0.1 -0.8307
H -4.28901 -3.27573 -2.19177 0.0 0.0 0.0 0.2787
C -0.59066 -1.81782 -1.12922 0.0 -0.1 0.1 -1.0504
O -0.38954 1.50678 -1.34016 0.1 0.2 0.2 -0.3370
O 2.27646 2.34825 0.39870 0.2 -0.1 0.0 -0.7358
H 0.08290 -0.78863 4.24832 0.0 -0.1 0.0 0.1732
C -1.51627 2.30652 2.05391 -0.1 0.1 -0.1 -0.4723
Br 3.50327 2.44111 -5.84098 0.0 0.0 0.0 -0.2404
Br -1.24397 3.90725 -2.95155 0.0 0.0 -0.1 -0.2317
H -4.21530 -4.83929 -3.02358 0.0 0.0 0.0 0.2736
C 1.62768 0.92281 -2.41255 0.1 0.1 0.1 0.3516
S 2.36798 1.06768 4.10491 0.0 0.0 -0.8 1.1875
F 4.82596 0.33676 1.84593 0.0 0.0 0.1 -0.2497
```
Positions in Å, forces in eV/Å.

Calculated values
Frontier orbital gap in eV: 5.796
Energy in a.u.: -13651.0899
Charge: -2


C3H6CoO4 | ωB97M-V/def2-TZVPD

The geometry in XYZ format:
```
14
Properties=species:S:1:pos:R:3:forces:R:3:mulliken_spin:R:1
O -1.51958 0.83641 1.23969 -0.4 0.1 -0.6 0.1086
O -0.67920 1.84849 3.06753 0.2 -0.6 -0.2 0.0026
H 1.99681 -1.22799 -2.22490 -0.3 0.2 0.4 -0.0022
C 1.27035 -0.41620 -2.33886 -2.0 -1.5 -1.8 0.6586
O -0.23735 -1.27698 -0.58217 0.1 -1.0 -0.8 0.0839
O -0.36689 -0.31695 2.70388 -0.2 -0.6 -0.1 0.1012
H 1.57312 0.11075 -0.97507 -2.8 0.9 0.7 -0.0201
H -0.44234 0.66877 -1.25024 0.6 -0.2 -0.3 0.0012
C -0.87110 0.77832 2.32506 0.5 1.7 1.3 -0.0145
H -0.94885 2.64289 2.58687 -0.3 0.1 0.0 0.0013
C 0.27721 -0.15386 -1.29135 4.4 0.7 0.5 0.2651
H 0.10190 -2.10719 -0.93860 0.1 -0.1 -0.3 -0.0038
H 0.89550 -0.34742 -3.36585 0.8 0.8 -0.1 0.0588
Co -1.04958 -1.03905 1.04400 -0.6 -0.3 1.5 2.7593
```
Positions in Å, forces in eV/Å.

Calculated values
Expectation value of S²: 6.013
Frontier orbital gap (spin up / spin down) in eV: 7.615 / 9.518
Energy in a.u.: -1801.2336
Charge: +1
Multiplicity: 5


ΔE to the lowest compared entry with this formula, charge and spin for every record listed, in sequence, given in kcal/mol: 13.98 131.11 0.96 41.55.